Density functional theory data (wB97M-V/def2-TZVPD) for 2 unconnected molecules or ions with the total composition C29H26NO5.

Element x y z (Å)
1 C -1.2675 4.1047 0.6266
2 C -2.3948 3.1814 0.2434
3 O -1.7341 2.0405 -0.3887
4 C -2.5697 1.0161 -0.6344
5 C -1.8546 -0.1335 -1.2622
6 C -0.5100 -0.3491 -1.1789
7 C 0.1980 -1.1136 -2.1856
8 C -0.3158 -1.2235 -3.5092
9 C 0.1990 -2.1624 -4.3830
10 C 1.3029 -2.9408 -4.0183
11 C 1.7040 -4.0026 -4.8941
12 N 1.9759 -4.8835 -5.6158
13 C 1.9425 -2.7076 -2.7917
14 C 1.4150 -1.7774 -1.8999
15 C -2.7687 -1.1269 -1.9216
16 O -2.6655 -2.3382 -1.8326
17 O -3.7382 -0.5099 -2.6212
18 C -4.8076 -1.3509 -3.1267
19 C -5.7494 -0.3592 -3.7689
20 O -3.7569 1.0275 -0.3540
21 H -1.5969 4.8934 1.3106
22 H -0.4524 3.5454 1.1095
23 H -0.8624 4.5915 -0.2709
24 H -2.9603 2.8381 1.1119
25 H -3.0740 3.6330 -0.4925
26 H 0.0237 0.0288 -0.3071
27 H -1.1136 -0.5486 -3.8196
28 H -0.2712 -2.3150 -5.3555
29 H 2.8384 -3.2709 -2.5368
30 H 1.9166 -1.5727 -0.9530
31 H -4.4088 -2.0755 -3.8540
32 H -5.2729 -1.8810 -2.2828
33 H -6.6314 -0.8438 -4.1995
34 H -6.0763 0.3680 -3.0155
35 H -5.2415 0.1932 -4.5656
36 C 4.4108 -3.6906 1.9384
37 C 3.3070 -3.5827 2.7965
38 C 2.5528 -2.4143 2.8341
39 C 2.8614 -1.2890 2.0015
40 C 2.0868 -0.0955 2.0059
41 C 1.2503 0.3046 3.1117
42 C 1.0884 1.7930 3.3754
43 C 0.0640 2.2535 4.2335
44 C -0.0447 3.6084 4.5624
45 C 0.8766 4.5402 4.0468
46 C 1.9161 4.0904 3.2242
47 C 2.0092 2.7297 2.8910
48 O 0.6840 -0.4769 3.9065
49 C 4.0066 -1.4233 1.1436
50 C 4.7685 -2.5938 1.1361
51 H 5.0006 -4.6069 1.9145
52 H 3.0569 -4.4056 3.4688
53 H 1.7041 -2.3076 3.5082
54 H 2.1863 0.5804 1.1603
55 H -0.6337 1.5297 4.6592
56 H -0.8370 3.9403 5.2386
57 H 0.8034 5.5936 4.3186
58 H 2.6697 4.7898 2.8521
59 H 2.8244 2.3705 2.2593
60 H 4.2959 -0.5680 0.5226
61 H 5.6706 -2.6455 0.5276

The maximum force comes out at 2.488 eV/A. The value obtained for the total energy is -1551.6681 a.u. The calculation puts the HOMO energy at -0.1130 Ha. Its gap between HOMO and LUMO is 4.13 eV. As for the charge: -1.

Density functional theory data (wB97M-V/def2-TZVPD) for a molecular structure, C29H27AuCl3FN5Si.

Element x y z (Å)
1 Au -0.0410 -0.3430 -0.2641
2 C 4.1003 -1.8786 -1.5785
3 Si 2.9836 -0.3979 -1.4114
4 C 3.9781 1.1966 -1.3997
5 C 1.8656 -0.3285 -2.9136
6 N 1.9570 -0.5934 0.0040
7 C 2.4325 -0.5555 1.3065
8 C 3.7816 -0.3056 1.6099
9 C 4.2744 -0.3261 2.9012
10 C 3.4344 -0.5804 3.9766
11 C 2.0938 -0.8248 3.7244
12 C 1.6389 -0.8104 2.4271
13 F 0.3041 -1.0770 2.2544
14 H 4.7165 -1.7984 -2.4726
15 H 3.4884 -2.7765 -1.6755
16 H 4.7637 -2.0186 -0.7278
17 H 4.2729 1.4519 -2.4175
18 H 4.8879 1.1522 -0.8078
19 H 3.3857 2.0245 -1.0081
20 H 2.4568 0.0056 -3.7655
21 H 1.0243 0.3594 -2.8211
22 H 1.4533 -1.3045 -3.1600
23 H 4.4672 -0.1017 0.8059
24 H 5.3251 -0.1353 3.0643
25 H 3.8099 -0.5903 4.9874
26 H 1.3906 -1.0358 4.5162
27 N -0.1788 7.1096 1.1418
28 C -0.0871 5.9838 0.9567
29 C 0.0210 4.5705 0.7132
30 C -0.3891 3.6598 1.6794
31 C -0.2894 2.3119 1.3906
32 N 0.1789 1.8712 0.2251
33 C 0.5872 2.7416 -0.6959
34 C 0.5307 4.1063 -0.4936
35 H -0.7775 3.9905 2.6308
36 H -0.5898 1.5597 2.1058
37 H 0.9721 2.3303 -1.6179
38 H 0.8712 4.7903 -1.2566
39 C -4.0300 3.2171 -1.5139
40 C -2.9239 2.7548 -2.2197
41 C -2.3145 1.5719 -1.8506
42 C -2.8283 0.8235 -0.7864
43 C -3.9465 1.2849 -0.0858
44 C -4.5332 2.4842 -0.4486
45 N -2.1632 -0.3367 -0.4070
46 C -2.8882 -1.4277 0.0098
47 C -4.1691 -1.6955 -0.5117
48 C -4.8518 -2.8236 -0.1056
49 C -4.2907 -3.6842 0.8297
50 C -3.0248 -3.4271 1.3520
51 C -2.3164 -2.3209 0.9367
52 H -4.4950 4.1507 -1.7946
53 H -2.5424 3.3167 -3.0596
54 H -1.4634 1.1885 -2.3988
55 H -4.3177 0.7228 0.7592
56 H -5.3848 2.8498 0.1054
57 H -4.5868 -1.0403 -1.2599
58 H -5.8230 -3.0391 -0.5250
59 H -4.8339 -4.5619 1.1469
60 H -2.5939 -4.0950 2.0834
61 H -1.3423 -2.1088 1.3490
62 Cl 1.9139 -5.5412 -1.3250
63 C 0.5174 -4.9175 -0.4488
64 Cl 0.9015 -4.6544 1.2591
65 Cl -0.8812 -5.9769 -0.6270
66 C 0.1715 -3.6033 -1.0082
67 N -0.0543 -2.5448 -1.3892

The expectation value of S² is 2.04. The maximum force comes out at 0.398 eV/A. The value obtained for the total energy is -3300.4284 a.u. The calculation puts the HOMO energy (alpha / beta) at -0.3764 / -0.3719 Ha. Its gap between HOMO and LUMO (alpha / beta) is 6.93 / 5.01 eV. Its spin multiplicity is 3. As for the charge: +1.

Density functional theory data (wB97M-V/def2-TZVPD) for a molecular structure, C29H27BBrN6O4SbTa.

Element x y z (Å)
1 Ta 0.6024 -1.5196 0.4114
2 O -2.6746 -6.7973 1.4221
3 C -1.9528 -5.7110 1.3683
4 C -0.8892 -5.4050 2.2373
5 C -0.1950 -4.2393 2.0743
6 N -0.5017 -3.3305 1.1080
7 C -1.5209 -3.6635 0.3013
8 Br -1.7865 -2.2849 -0.9808
9 C -2.2757 -4.7871 0.3515
10 H -2.4238 -7.4114 2.1307
11 H -0.6034 -6.0851 3.0291
12 H 0.6394 -4.0060 2.7175
13 H -3.0848 -4.9825 -0.3388
14 B 1.3070 -1.0668 3.2660
15 N 2.3546 -0.3009 2.4292
16 C 3.5384 0.2330 2.6702
17 C 4.1777 0.5165 1.4506
18 C 3.3104 0.0936 0.4836
19 N 2.1863 -0.4144 1.0823
20 N -0.0942 -0.4627 3.0672
21 C -1.0128 -0.0150 3.9123
22 C -2.1978 0.2301 3.2134
23 C -1.9220 -0.1082 1.9119
24 N -0.6338 -0.5400 1.8166
25 H 1.5965 -1.1361 4.4129
26 H 1.2546 -2.1616 2.6370
27 H 3.8809 0.3739 3.6843
28 H 5.1509 0.9559 1.3143
29 H 3.4079 0.1130 -0.5907
30 H -0.7810 0.1027 4.9600
31 H -3.1264 0.5994 3.6131
32 H -2.5590 -0.0642 1.0438
33 C -4.5954 2.3804 -0.6788
34 C -3.6251 2.9742 0.1190
35 C -2.3003 2.5693 0.0247
36 C -1.9585 1.5692 -0.8808
37 C -2.9236 0.9888 -1.7030
38 C -4.2469 1.3934 -1.5933
39 Sb 0.0329 0.9516 -1.1098
40 C 0.2682 1.0075 -3.1941
41 C -0.2060 2.1857 -3.7744
42 C -0.1078 2.3523 -5.1471
43 C 0.4484 1.3495 -5.9312
44 C 0.9134 0.1795 -5.3480
45 C 0.8298 0.0004 -3.9736
46 C 1.2669 2.4158 -0.2571
47 C 1.1841 2.6925 1.1070
48 C 2.0138 3.6591 1.6542
49 C 2.9232 4.3335 0.8455
50 C 3.0039 4.0487 -0.5103
51 C 2.1739 3.0849 -1.0718
52 H -5.6248 2.7045 -0.6053
53 H -3.8975 3.7660 0.8043
54 H -1.5476 3.0504 0.6373
55 H -2.6482 0.2678 -2.4672
56 H -4.9999 0.9595 -2.2375
57 H -0.6529 2.9708 -3.1742
58 H -0.4687 3.2644 -5.6028
59 H 0.5191 1.4814 -7.0024
60 H 1.3469 -0.5977 -5.9628
61 H 1.2045 -0.9125 -3.5378
62 H 0.4758 2.1709 1.7440
63 H 1.9445 3.8999 2.7072
64 H 3.5639 5.0924 1.2743
65 H 3.7051 4.5831 -1.1372
66 H 2.2320 2.8764 -2.1339
67 O 1.5156 -4.1708 -1.6885
68 N 1.6609 -3.1965 -1.0715
69 O 2.0374 -3.1052 0.1594
70 O 1.3673 -1.9665 -1.4927

The maximum force comes out at 1.611 eV/A. The value obtained for the total energy is -4645.9139 a.u. The calculation puts the HOMO energy at -0.6106 Ha. Its gap between HOMO and LUMO is 5.91 eV. As for the charge: +3.